A) Density functional theory data (wB97M-V/def2-TZVPD) for a 2-piece molecular cluster, C3HN3O2 overall.

The calculation puts the frontier orbital gap at 11.11 eV. The LUMO energy is 0.297 eV. The HOMO energy comes out at -10.8 eV.

Each line ends with the natural charge from an NBO analysis.
Positions of all 9 atoms, in Å:
C: -0.9512 0.2022 -0.4683  0.851
C: 2.4607 2.2408 0.3267  0.878
C: 2.8542 -0.9706 1.5550  0.265
N: 2.7865 0.1011 1.1416  -0.332
N: -0.5401 -0.4638 0.4331  -0.777
N: 2.2533 1.0822 0.6166  -0.371
O: -1.0417 0.9292 -1.3539  -0.498
O: 2.4338 3.3197 -0.0196  -0.439
H: -1.0753 -0.8501 1.2153  0.424


B) Density functional theory data (wB97M-V/def2-TZVPD) for one molecule with the formula C3HN3O2.

The calculation puts the frontier orbital gap at 10.97 eV. The LUMO energy is -0.318 eV. The HOMO energy comes out at -11.3 eV. As for the SMILES: N#Cc1nonc1O.

Each line ends with the natural charge from an NBO analysis.
Positions of all 9 atoms, in Å:
N: 2.9316 -0.0886 0.0765  -0.228
C: 1.7847 -0.1769 -0.0681  0.243
C: 0.3857 -0.3187 -0.0666  -0.063
N: -0.1944 -1.4565 0.0100  0.005
O: -1.5189 -1.2597 0.0522  -0.112
N: -1.7611 0.1195 -0.0058  -0.160
C: -0.6098 0.7155 -0.0830  0.437
O: -0.3635 2.0292 -0.0076  -0.635
H: -1.1371 2.5045 0.3836  0.514


Energies in kcal/mol, measured from the most stable structure: A) 3.9; B) 0.0.


A) Density functional theory data (wB97M-V/def2-TZVPD) for one molecule with the formula C3H7NS2.

The calculation puts the frontier orbital gap at 8.88 eV. The LUMO energy is 0.513 eV. The HOMO energy comes out at -8.4 eV. As for the SMILES: CSNC(C)=S.

Each line ends with the natural charge from an NBO analysis.
Positions of all 13 atoms, in Å:
C: 1.9197 -1.4836 0.2185  -0.752
S: 1.4027 -0.7046 -1.3262  0.411
N: 0.1594 0.3609 -0.7912  -0.750
C: -1.0998 0.1255 -0.3035  0.097
C: -1.6640 1.3815 0.3415  -0.670
S: -1.8796 -1.3172 -0.4375  -0.110
H: 2.9374 -1.2609 0.4212  0.220
H: 1.2476 -1.0356 0.9158  0.238
H: 1.7648 -2.5544 0.1935  0.229
H: 0.4765 1.3221 -0.8057  0.396
H: -0.8229 2.0766 0.4118  0.195
H: -2.4446 1.8909 -0.2299  0.246
H: -1.9973 1.1989 1.3916  0.250


B) Density functional theory data (wB97M-V/def2-TZVPD) for C3H7NS2 as an isolated structure.

The calculation puts the frontier orbital gap (alpha / beta) at 7.99 / 7.57 eV. The LUMO energy (alpha / beta) is -0.165 / 0.136 eV. The HOMO energy (alpha / beta) comes out at -8.2 / -7.4 eV.

Each line ends with the natural charge from an NBO analysis.
Positions of all 13 atoms, in Å:
C: -0.2986 1.3759 0.4420  -0.506
C: 1.0093 1.2227 0.9473  -0.281
C: -0.9586 0.4011 -0.6487  -0.525
N: -0.0814 -1.9603 -0.7519  -0.835
S: -1.1656 -1.2207 0.1601  0.526
S: 0.7332 -3.2838 -0.1552  0.272
H: -0.9890 1.3464 1.3112  0.210
H: -0.3936 2.3775 -0.0452  0.222
H: 1.0888 0.9363 2.0158  0.179
H: 1.8943 1.0998 0.2980  0.176
H: -1.9433 0.7863 -0.7769  0.214
H: -0.3897 0.2085 -1.6539  0.257
H: 1.4941 -3.2897 -1.1427  0.089


C) Density functional theory data (wB97M-V/def2-TZVPD) for one molecule with the formula C3H7NS2.

The calculation puts the frontier orbital gap at 8.87 eV. The LUMO energy is 0.632 eV. The HOMO energy comes out at -8.2 eV. As for the SMILES: CCSC(N)=S.

Each line ends with the natural charge from an NBO analysis.
Positions of all 13 atoms, in Å:
C: 2.3713 0.1973 0.2751  -0.626
C: 0.9956 0.6257 -0.3932  -0.475
S: -0.1345 -0.8969 -0.3586  0.197
C: -1.7901 -0.2305 -0.0896  -0.042
N: -2.7876 -1.0923 0.1141  -0.810
S: -1.9987 1.4513 -0.0865  -0.221
H: 2.5516 -0.8453 0.2875  0.216
H: 2.4135 0.5525 1.3478  0.218
H: 3.1864 0.7308 -0.2378  0.218
H: 0.5143 1.4408 0.1180  0.254
H: 0.9991 0.8661 -1.4589  0.223
H: -2.4949 -2.0209 0.4969  0.409
H: -3.8259 -0.7786 -0.0148  0.440


Energies in kcal/mol, measured from the most stable structure: A) 4.2; B) 89.5; C) 0.0.


A) Density functional theory data (wB97M-V/def2-TZVPD) for C11H11N as an isolated structure.

The calculation puts the frontier orbital gap at 7.58 eV. The LUMO energy is 0.074 eV. The HOMO energy comes out at -7.5 eV.

Each line ends with the natural charge from an NBO analysis.
Positions of all 23 atoms, in Å:
C: 1.5183 -1.4409 -0.3749  -0.059
C: 0.5065 -0.5541 -0.4902  -0.226
C: 0.8518 0.8931 -0.4535  -0.138
C: 2.1874 1.2123 -0.2355  -0.284
C: 3.1674 0.2838 0.0716  -0.004
C: -0.9958 1.1421 0.7087  -0.226
C: -0.5173 -0.0690 1.1524  -0.211
C: -1.0910 -1.2544 0.6629  -0.204
C: -2.1524 -1.2386 -0.1659  -0.303
C: -2.6088 -0.0071 -0.6477  -0.190
C: -2.0779 1.2005 -0.1946  -0.251
H: 1.4086 -2.5699 -0.2917  0.201
H: -0.4058 -0.9010 -0.6013  0.236
H: 0.0626 1.7257 -0.2954  0.253
H: 2.6274 2.1627 -0.2616  0.209
H: 4.1925 0.6671 0.1847  0.200
H: -0.5360 2.1279 1.0234  0.233
H: 0.4106 -0.2034 1.6851  0.247
H: -0.6408 -2.1940 1.0430  0.246
H: -2.7915 -2.0948 -0.4699  0.233
H: -3.3995 -0.0013 -1.4529  0.221
H: -2.5281 2.1509 -0.5632  0.228
N: 2.8115 -1.0376 -0.0335  -0.411


B) Density functional theory data (wB97M-V/def2-TZVPD) for one molecule with the formula C11H11N.

The calculation puts the frontier orbital gap at 8.33 eV. The LUMO energy is 0.775 eV. The HOMO energy comes out at -7.6 eV. As for the SMILES: Cc1cc2ccccc2cc1N.

Each line ends with the natural charge from an NBO analysis.
Positions of all 23 atoms, in Å:
C: -2.9790 -0.2828 0.7654  -0.634
C: -1.5893 -0.1652 0.2583  -0.081
C: -0.6023 -1.1430 0.3540  -0.139
C: 0.6870 -0.8993 0.0112  -0.108
C: 1.7454 -1.8078 0.4074  -0.172
C: 3.0645 -1.3893 0.2209  -0.226
C: 3.4547 -0.2196 -0.4516  -0.230
C: 2.4123 0.5535 -0.7713  -0.176
C: 1.0262 0.4068 -0.4172  -0.023
C: -0.0031 1.4162 -0.6868  -0.283
C: -1.2679 1.0314 -0.2635  0.255
N: -2.3663 1.8944 -0.4281  -0.860
H: -3.1061 0.5564 1.4130  0.223
H: -3.7079 -0.3296 -0.0367  0.210
H: -3.1339 -1.1919 1.3259  0.221
H: -0.8353 -2.1228 0.6854  0.200
H: 1.5093 -2.7683 0.8660  0.211
H: 3.7558 -2.0744 0.6082  0.201
H: 4.4914 0.0243 -0.7105  0.225
H: 2.6710 1.5809 -1.0662  0.190
H: 0.4259 2.3454 -1.0160  0.223
H: -3.2983 1.6745 -0.3171  0.383
H: -2.3539 2.9105 -0.7509  0.390


Energies in kcal/mol, measured from the most stable structure: A) 156.6; B) 0.0.


A) Density functional theory data (wB97M-V/def2-TZVPD) for an isolated ion of composition C3H4N3 and charge +1.

The calculation puts the frontier orbital gap (alpha / beta) at 8.19 / 7.54 eV. As for the charge: +1. The LUMO energy (alpha / beta) is -8.884 / -9.498 eV. The HOMO energy (alpha / beta) comes out at -17.1 / -17.0 eV. As for the SMILES: CC1=NN=[N+]=C1.

Each line ends with the natural charge from an NBO analysis.
Positions of all 10 atoms, in Å:
C: 1.3621 0.5443 -0.0224  -0.726
C: -0.0300 0.2066 0.1530  0.328
N: -1.0600 1.0734 -0.1420  -0.192
N: -2.0155 0.3243 -0.2609  0.354
N: -2.1501 -0.7849 0.1817  -0.105
C: -0.6867 -1.1327 0.2690  0.130
H: 1.8892 1.0894 0.7659  0.316
H: 1.3200 1.1751 -0.8422  0.300
H: 1.9940 -0.2401 -0.5032  0.286
H: -0.6229 -2.2556 0.4011  0.309


B) Density functional theory data (wB97M-V/def2-TZVPD) for a 2-piece molecular cluster, C3H4N3 overall.

The calculation puts the frontier orbital gap (alpha / beta) at 7.88 / 7.87 eV. As for the charge: +1. The LUMO energy (alpha / beta) is -6.625 / -6.625 eV. The HOMO energy (alpha / beta) comes out at -14.5 / -14.5 eV.

Each line ends with the natural charge from an NBO analysis.
Positions of all 10 atoms, in Å:
C: -1.3761 -0.1777 -0.0311  0.305
C: 2.3026 -0.0867 0.0172  0.313
C: -2.3772 0.6082 0.2141  -0.290
N: -0.4684 -0.8917 -0.2956  -0.003
N: 3.0212 0.8010 0.0273  -0.644
N: 0.5471 -1.5249 -0.1673  -0.111
H: -3.2521 0.7390 -0.4456  0.282
H: -2.4121 1.2486 1.0687  0.273
H: 3.4351 1.6282 0.4301  0.467
H: 0.5798 -2.3439 -0.8177  0.409


Energies in kcal/mol, measured from the most stable structure: A) 29.1; B) 0.0.


A) Density functional theory data (wB97M-V/def2-TZVPD) for a 2-piece molecular cluster, C5H14N4 overall.

The calculation puts the frontier orbital gap at 9.36 eV. The LUMO energy is 0.942 eV. The HOMO energy comes out at -8.4 eV. As for the SMILES: [H]/N=C(/N)N(C)C.C=NC.

Each line ends with the natural charge from an NBO analysis.
Positions of all 23 atoms, in Å:
H: 1.4926 -0.2126 1.9710  0.338
N: 1.7002 0.6192 1.4300  -0.799
C: 1.4867 0.4998 0.1753  0.583
N: 1.6641 1.6416 -0.6115  -0.846
N: 1.0360 -0.5980 -0.5107  -0.460
C: 0.1438 -0.4701 -1.8069  -0.396
C: 0.9598 -1.8648 0.1699  -0.407
H: 2.1352 2.3643 -0.0866  0.399
H: 2.0870 1.4616 -1.5112  0.376
H: 0.7934 -0.8871 -2.5790  0.183
H: -0.7504 -1.0864 -1.8286  0.215
H: -0.0189 0.5870 -1.9849  0.226
H: 0.0847 -1.9401 0.8298  0.180
H: 0.9080 -2.6621 -0.5711  0.203
H: 1.8521 -2.0242 0.7786  0.208
C: -2.2497 -0.6966 0.8425  -0.074
N: -1.9029 0.2475 0.0945  -0.392
C: -1.7073 1.5633 0.6289  -0.448
H: -2.3672 -0.6098 1.9293  0.141
H: -2.4166 -1.6737 0.4084  0.165
H: -2.4303 2.2307 0.1637  0.206
H: -0.7132 1.9035 0.3461  0.227
H: -1.7869 1.6072 1.7226  0.171


B) Density functional theory data (wB97M-V/def2-TZVPD) for one molecule with the formula C5H14N4.

The calculation puts the frontier orbital gap at 9.95 eV. The LUMO energy is 0.979 eV. The HOMO energy comes out at -9.0 eV. As for the SMILES: [H]/N=C(/N)[C@@H](N)N(C)CC.

Each line ends with the natural charge from an NBO analysis.
Positions of all 23 atoms, in Å:
H: -1.4355 -1.3971 0.8106  0.350
N: -2.3184 -0.8930 0.6252  -0.744
C: -1.9941 0.2490 0.1074  0.420
N: -2.9824 1.1214 -0.2461  -0.828
C: -0.4210 0.7288 -0.0009  0.069
N: -0.1104 1.2596 1.3056  -0.827
N: 0.3761 -0.4487 -0.2811  -0.460
C: 0.0983 -0.9515 -1.6364  -0.423
C: 1.8884 -0.1125 -0.2000  -0.220
C: 2.4781 -0.6387 1.0988  -0.611
H: -2.8014 1.7302 -1.0330  0.380
H: -3.8976 0.6810 -0.2644  0.398
H: -0.3377 1.5098 -0.7655  0.157
H: -0.8141 1.9527 1.5537  0.369
H: -0.2272 0.4979 1.9721  0.366
H: 0.7133 -1.8344 -1.8443  0.207
H: 0.3031 -0.1970 -2.4056  0.167
H: -0.9387 -1.2829 -1.7438  0.215
H: 2.4194 -0.6039 -1.0241  0.192
H: 2.0751 0.9606 -0.3199  0.194
H: 3.5602 -0.4661 1.1186  0.207
H: 2.0528 -0.1483 1.9782  0.214
H: 2.3136 -1.7171 1.1946  0.208


C) Density functional theory data (wB97M-V/def2-TZVPD) for C5H14N4 as an isolated structure.

The calculation puts the frontier orbital gap at 7.33 eV. The LUMO energy is 0.981 eV. The HOMO energy comes out at -6.4 eV.

Each line ends with the natural charge from an NBO analysis.
Positions of all 23 atoms, in Å:
C: 0.9110 -1.7373 0.0184  -0.427
C: -1.2684 -0.9557 1.6675  -0.423
C: -1.8222 0.7615 0.0775  -0.417
N: 0.0478 -0.6749 -0.4959  -0.302
N: -0.7403 0.0021 0.7038  -0.309
C: 0.7975 0.3389 -1.1511  0.110
N: 0.4830 0.4720 -2.5335  -0.827
N: 1.4388 1.3591 0.9107  -0.931
C: 1.5394 1.2519 -0.4531  -0.029
H: 0.9760 1.2308 -2.9860  0.366
H: 0.6206 -0.3920 -3.0455  0.356
H: 0.2928 0.7977 1.1532  0.435
H: 1.7797 2.2476 1.2526  0.366
H: 2.0178 2.0577 -1.0082  0.173
H: 0.3124 -2.5591 0.4105  0.191
H: 1.6189 -1.3925 0.7804  0.198
H: 1.4781 -2.1119 -0.8335  0.216
H: -1.9055 -0.4193 2.3731  0.214
H: -1.8687 -1.7299 1.1785  0.194
H: -2.5688 0.0961 -0.3647  0.195
H: -1.3929 1.3851 -0.7031  0.235
H: -2.2920 1.3949 0.8317  0.200
H: -0.4551 -1.4229 2.2168  0.215


Energies in kcal/mol, measured from the most stable structure: A) 17.8; B) 0.0; C) 60.4.


A) Density functional theory data (wB97M-V/def2-TZVPD) for an isolated ion of composition C4H13N2 and charge +1.

The calculation puts the frontier orbital gap at 10.85 eV. As for the charge: +1. The LUMO energy is -3.276 eV. The HOMO energy comes out at -14.1 eV. As for the SMILES: C[C@@H](N)CC[NH3+].

Each line ends with the natural charge from an NBO analysis.
Positions of all 19 atoms, in Å:
C: 1.6174 -1.7045 0.5558  -0.592
C: 0.6605 -0.4247 0.3539  -0.057
N: 1.2543 0.8998 0.0330  -0.873
C: -0.5215 -0.7494 -0.5698  -0.450
C: -1.5915 0.3626 -0.7301  -0.222
N: -1.4065 1.4547 0.2670  -0.684
H: 2.5685 -1.3890 0.8191  0.224
H: 1.5878 -2.3024 -0.2878  0.211
H: 1.0452 -2.2222 1.2878  0.218
H: 0.2035 -0.4946 1.3500  0.171
H: 1.4555 0.7493 -0.9725  0.380
H: 2.0337 1.0802 0.6246  0.401
H: -1.1100 -1.6610 -0.2151  0.248
H: 0.0190 -1.0736 -1.5047  0.237
H: -1.2902 0.8101 -1.6245  0.219
H: -2.6164 0.1329 -0.7053  0.232
H: -1.9918 2.2176 0.1735  0.433
H: -0.4315 1.7616 0.1038  0.470
H: -1.3978 1.0054 1.1923  0.433


B) Density functional theory data (wB97M-V/def2-TZVPD) for an isolated ion of composition C4H13N2 and charge +1.

The calculation puts the frontier orbital gap at 8.97 eV. As for the charge: +1. The LUMO energy is -3.593 eV. The HOMO energy comes out at -12.6 eV. As for the SMILES: CNC[C@@H](C)[NH3+].

Each line ends with the natural charge from an NBO analysis.
Positions of all 19 atoms, in Å:
C: -2.1404 -1.1142 -0.4181  -0.413
N: -1.3459 0.2392 -0.4176  -0.704
C: -0.0478 0.2142 -1.0392  -0.231
C: 1.1165 0.2977 -0.0062  -0.037
C: 1.0312 1.5373 0.8107  -0.670
N: 1.3042 -0.9579 0.8719  -0.690
H: -2.7924 -1.0215 0.4982  0.222
H: -2.7570 -1.1090 -1.3433  0.221
H: -1.3874 -1.9748 -0.2086  0.176
H: -1.9688 1.1327 -0.5006  0.410
H: 0.0795 1.0374 -1.7379  0.230
H: 0.0853 -0.6917 -1.6192  0.196
H: 2.0180 0.2202 -0.5417  0.205
H: 1.9153 1.7495 1.4074  0.235
H: 0.2665 1.5940 1.6229  0.252
H: 1.1068 2.3686 0.0355  0.264
H: 0.6766 -0.8794 1.6156  0.442
H: 0.9878 -1.8795 0.5208  0.437
H: 2.3047 -1.1261 0.9883  0.454


C) Density functional theory data (wB97M-V/def2-TZVPD) for a 2-piece molecular cluster, C4H13N2 overall.

The calculation puts the frontier orbital gap at 11.14 eV. As for the charge: +1. The LUMO energy is -3.727 eV. The HOMO energy comes out at -14.9 eV.

Each line ends with the natural charge from an NBO analysis.
Positions of all 19 atoms, in Å:
C: -1.7980 0.5119 1.8509  -0.606
C: -1.1700 1.6387 1.0456  -0.411
C: 0.3230 1.7936 1.3248  -0.624
H: -1.2234 -0.4157 1.7586  0.181
H: -2.8134 0.3185 1.5243  0.223
H: -1.8360 0.7705 2.9047  0.224
H: -1.6813 2.5686 1.2851  0.230
H: -1.3957 1.5003 -0.0151  0.170
H: 0.8255 2.4736 0.6420  0.222
H: 0.4659 2.1654 2.3396  0.242
H: 0.8405 0.8264 1.2831  0.163
N: 1.3237 -2.3193 -2.0139  -0.704
C: 1.0912 -1.4070 -1.1028  0.401
N: 0.3457 -0.3546 -1.2795  -0.699
H: 0.9134 -2.2968 -2.9402  0.428
H: 1.8923 -3.1226 -1.7910  0.442
H: 1.5775 -1.5492 -0.1471  0.236
H: 0.1898 0.2864 -0.5131  0.458
H: -0.1169 -0.2130 -2.1649  0.425


Energies in kcal/mol, measured from the most stable structure: A) 28.6; B) 44.5; C) 0.0.